Entry 1:
# C5H34N2O12

12 unconnected molecules or ions with the total composition C5H34N2O12 (the ωB97M-V functional and the def2-TZVPD basis, the Open Molecules 2025 dataset).

Element x y z (Å)
C: -2.81 -1.41 -0.53
N: -1.87 -1.65 -1.66
C: -1.07 -0.81 -2.35
O: -0.04 -1.22 -2.87
C: -1.43 0.63 -2.22
N: -0.36 1.50 -1.81
C: -0.17 1.55 -0.35
C: -0.35 2.82 -2.44
H: -3.59 -2.16 -0.53
H: -3.17 -0.40 -0.68
H: -2.23 -1.48 0.39
H: -1.69 -2.64 -1.73
H: -2.37 0.94 -1.73
H: -1.89 0.95 -3.18
H: 0.63 2.26 -0.17
H: 0.09 0.54 -0.02
H: -1.00 1.85 0.27
H: -1.33 3.30 -2.25
H: -0.37 2.71 -3.53
H: 0.52 3.34 -2.07
O: -1.00 -2.30 1.64
H: -0.54 -3.03 1.20
H: -0.42 -2.10 2.36
O: -3.40 2.41 0.68
H: -3.16 2.50 1.60
H: -2.64 2.61 0.20
O: 2.35 -2.22 -2.64
H: 2.11 -1.29 -2.52
H: 1.69 -2.47 -3.29
O: 0.35 -3.17 -0.63
H: 1.20 -3.41 -0.27
H: 0.46 -2.51 -1.31
O: -0.59 -0.27 4.12
H: 0.26 -0.79 4.11
H: -1.11 -1.05 3.86
O: 1.97 3.28 0.94
H: 1.49 4.12 0.98
H: 2.87 3.57 0.76
O: 1.35 -2.20 3.99
H: 0.70 -2.88 3.81
H: 1.76 -1.98 3.13
O: 2.23 0.80 -1.97
H: 2.41 0.57 -2.89
H: 1.25 0.99 -1.92
O: -1.34 1.66 2.45
H: -1.86 0.88 2.61
H: -0.50 1.60 2.91
O: 3.11 0.30 0.54
H: 2.85 1.17 0.87
H: 2.96 0.42 -0.44
O: 2.20 -1.96 1.66
H: 2.58 -1.25 1.07
H: 2.90 -2.59 1.84

2S+1 = 1
HOMO = -9.27 eV
SMILES = CNC(=O)CN(C)C.O.O.O.O.O.O.O.O.O.O.O
energy above the lowest of the compared OMol25 structures with the same formula, charge and spin = 69.8 kcal per mole
HOMO-LUMO gap = 9.4 eV
total charge = 0
total energy = -33286.9193 eV

***

Entry 2:
# C38H70N7O6P2Pt

A molecular structure, C38H70N7O6P2Pt (the ωB97M-V functional and the def2-TZVPD basis, the Open Molecules 2025 dataset).

Element x y z (Å)
Pt: -0.22 0.17 -0.50
C: -2.67 1.49 -0.98
N: -2.28 0.30 -0.17
C: -2.72 0.51 1.23
C: -2.97 -0.90 -0.73
C: -2.18 -1.41 -1.89
C: -2.73 -2.22 -2.88
C: -1.93 -2.71 -3.90
C: -0.59 -2.38 -3.94
C: -0.03 -1.56 -2.97
C: -0.82 -1.08 -1.94
H: -3.70 1.77 -0.74
H: -2.60 1.25 -2.04
H: -2.01 2.33 -0.74
H: -3.79 0.70 1.24
H: -2.19 1.37 1.64
H: -2.51 -0.37 1.81
H: -3.99 -0.64 -0.99
H: -3.01 -1.64 0.07
H: -3.79 -2.46 -2.85
H: -2.37 -3.33 -4.67
H: 0.03 -2.74 -4.75
H: 1.01 -1.28 -3.04
C: 4.14 0.24 3.76
C: 2.98 -0.12 4.68
C: 2.82 0.84 5.83
O: 1.77 -0.29 3.88
P: 0.51 0.65 3.53
O: -1.25 -1.88 2.85
C: 1.28 2.29 3.12
P: 0.54 3.10 1.72
O: 0.05 2.10 0.71
O: -0.57 4.01 2.33
C: -1.63 4.86 1.76
C: -1.41 5.17 0.29
C: -2.97 4.22 2.04
O: 1.64 4.01 1.04
C: 2.36 5.19 1.61
C: 3.26 4.82 2.77
C: 1.44 6.33 1.98
O: -0.14 1.16 4.91
C: -1.14 0.33 5.60
C: -2.51 0.74 5.11
C: -0.95 0.55 7.08
H: 5.08 0.08 4.29
H: 4.11 1.29 3.47
H: 4.14 -0.39 2.87
H: 3.15 -1.12 5.08
H: 2.64 1.86 5.49
H: 3.75 0.85 6.41
H: 2.01 0.55 6.49
H: 2.32 2.11 2.84
H: 1.27 2.94 4.00
H: -1.53 5.78 2.35
H: -1.37 4.25 -0.29
H: -0.49 5.73 0.12
H: -2.24 5.76 -0.07
H: -3.13 3.36 1.41
H: -3.76 4.95 1.83
H: -3.04 3.93 3.09
H: 2.97 5.49 0.75
H: 2.71 4.77 3.71
H: 4.02 5.59 2.88
H: 3.79 3.87 2.63
H: 0.77 6.06 2.79
H: 0.87 6.69 1.13
H: 2.06 7.16 2.33
H: -0.94 -0.71 5.34
H: -2.73 1.76 5.41
H: -3.27 0.08 5.55
H: -2.58 0.66 4.03
H: -1.02 1.61 7.31
H: 0.01 0.17 7.43
H: -1.74 0.03 7.63
C: 1.80 -3.98 -1.62
N: 0.92 -4.11 -0.47
C: 0.67 -5.52 -0.11
C: 0.40 -3.11 0.25
N: 0.94 -1.86 0.17
C: 2.26 -1.66 0.05
C: 3.24 -2.48 0.67
C: 4.53 -2.42 0.25
C: 4.90 -1.52 -0.80
C: 4.02 -0.62 -1.31
C: 2.69 -0.57 -0.81
N: 1.79 0.40 -1.07
C: 2.21 1.66 -1.47
N: 1.52 2.34 -2.37
C: 0.75 1.69 -3.43
C: 1.36 3.80 -2.27
N: 3.29 2.20 -0.89
C: 4.10 3.21 -1.57
C: 3.78 1.82 0.42
N: -0.68 -3.36 1.01
C: -0.67 -3.08 2.45
C: -1.80 -4.15 0.50
H: 2.81 -4.29 -1.35
H: 1.81 -2.97 -2.00
H: 1.43 -4.64 -2.41
H: 1.63 -6.04 -0.16
H: -0.02 -5.99 -0.80
H: 0.30 -5.59 0.91
H: 2.92 -3.20 1.41
H: 5.28 -3.07 0.67
H: 5.92 -1.54 -1.17
H: 4.33 0.08 -2.08
H: 1.28 0.83 -3.82
H: 0.63 2.41 -4.24
H: -0.23 1.38 -3.08
H: 1.57 4.12 -1.25
H: 0.31 4.02 -2.49
H: 1.98 4.33 -2.98
H: 3.93 3.18 -2.64
H: 5.15 2.96 -1.38
H: 3.91 4.21 -1.19
H: 3.03 1.26 0.97
H: 4.01 2.73 0.96
H: 4.69 1.22 0.34
H: 0.35 -3.17 2.83
H: -1.27 -3.87 2.90
H: -0.69 -1.14 2.56
H: -1.84 -5.15 0.92
H: -1.75 -4.21 -0.59
H: -2.73 -3.64 0.77

2S+1 = 1
HOMO = -15.55 eV
energy above the lowest of the compared OMol25 structures with the same formula, charge and spin = 0.0 kcal per mole
HOMO-LUMO gap = 4.7 eV
total charge = +3
total energy = -85061.0509 eV

***

Entry 3:
# C3H4OS

A single C3H4OS molecule (the ωB97M-V functional and the def2-TZVPD basis, the Open Molecules 2025 dataset).

Element x y z (Å)
C: -1.54 -0.35 -0.89
C: -0.19 -0.29 -0.32
O: 0.82 0.68 -0.32
C: 1.63 0.45 0.60
S: 2.62 1.52 1.26
H: -2.44 -1.00 -0.33
H: -1.91 0.63 -1.44
H: -0.24 -1.11 0.42
H: 1.26 -0.52 1.02

2S+1 = 1
HOMO = -9.08 eV
SMILES = C=COC=S
energy above the lowest of the compared OMol25 structures with the same formula, charge and spin = 84.9 kcal per mole
HOMO-LUMO gap = 9.2 eV
total charge = 0
total energy = -16054.4301 eV

***

Entry 4:
# C4H4Cl2O

A single C4H4Cl2O molecule (the ωB97M-V functional and the def2-TZVPD basis, the Open Molecules 2025 dataset).

Element x y z (Å)
C: 1.09 0.44 -0.52
C: 0.43 -0.57 -0.01
C: -0.83 -1.11 -0.48
Cl: -1.10 -2.74 -0.08
Cl: -1.02 -0.75 -2.21
C: -2.23 -0.22 0.35
O: -2.10 0.70 1.08
H: 1.89 0.67 0.03
H: 0.90 0.89 -1.46
H: 0.99 -0.90 0.91
H: -3.27 -0.57 -0.06

2S+1 = 1
HOMO = -9.51 eV
SMILES = C=CC(Cl)(Cl)C=O
energy above the lowest of the compared OMol25 structures with the same formula, charge and spin = 38.3 kcal per mole
HOMO-LUMO gap = 10.2 eV
total charge = 0
total energy = -31302.7540 eV

***

Entry 5:
# C4H15N2OS

2 unconnected molecules or ions with the total composition C4H15N2OS (the ωB97M-V functional and the def2-TZVPD basis, the Open Molecules 2025 dataset).

Element x y z (Å)
C: 1.12 -0.20 -0.40
N: -0.13 0.36 0.14
C: -1.30 -0.31 -0.33
C: -1.73 -1.66 0.40
S: -0.85 -3.04 -0.35
C: 1.93 0.95 -1.06
N: 0.97 2.01 -1.56
H: 0.94 -1.14 -0.92
H: 1.91 -0.58 0.27
H: -0.18 0.37 1.16
H: -1.47 -0.47 -1.41
H: -2.24 0.36 -0.11
H: -1.35 -1.60 1.42
H: -2.82 -1.56 0.30
H: -1.39 -3.23 -1.54
H: 2.49 0.71 -1.97
H: 2.60 1.38 -0.28
H: 0.41 1.73 -2.36
H: 1.51 2.87 -1.69
H: 0.17 2.26 -0.92
H: -0.99 0.42 3.75
H: 0.52 0.15 4.09
O: -0.12 0.20 3.38

2S+1 = 1
HOMO = -11.66 eV
energy above the lowest of the compared OMol25 structures with the same formula, charge and spin = 37.5 kcal per mole
HOMO-LUMO gap = 8.4 eV
total charge = +1
total energy = -20246.7296 eV

***

Entry 6:
# C3H6O

A single C3H6O molecule (the ωB97M-V functional and the def2-TZVPD basis, the Open Molecules 2025 dataset).

Element x y z (Å)
C: -1.29 -0.16 1.47
C: -0.40 -0.30 0.49
O: -0.10 0.68 -0.40
C: 1.04 0.39 -1.19
H: -1.63 -0.99 2.05
H: -1.74 0.82 1.54
H: 0.11 -1.21 0.07
H: 1.81 1.04 -0.93
H: 1.41 -0.59 -0.82
H: 0.78 0.32 -2.28

2S+1 = 1
HOMO = -8.84 eV
SMILES = C=COC
energy above the lowest of the compared OMol25 structures with the same formula, charge and spin = 38.9 kcal per mole
HOMO-LUMO gap = 10.0 eV
total charge = 0
total energy = -5254.0072 eV

***

Entry 7:
# C4H16ClO8

5 unconnected molecules or ions with the total composition C4H16ClO8 (the ωB97M-V functional and the def2-TZVPD basis, the Open Molecules 2025 dataset).

Element x y z (Å)
Cl: 13.31 -11.52 -8.08
O: 12.30 -10.77 -7.35
O: 12.65 -12.09 -9.22
O: 14.40 -10.68 -8.49
O: 13.82 -12.57 -7.22
C: 13.45 -10.38 -4.39
O: 13.97 -10.40 -3.06
H: 12.98 -9.41 -4.56
H: 14.23 -10.47 -5.15
H: 12.71 -11.17 -4.55
H: 14.61 -11.12 -3.03
C: 14.23 -15.73 -8.74
O: 13.05 -15.36 -8.10
H: 14.22 -15.49 -9.81
H: 15.11 -15.20 -8.34
H: 14.37 -16.80 -8.65
H: 13.06 -14.42 -7.87
C: 9.28 -11.39 -8.34
O: 8.55 -11.27 -9.57
H: 8.58 -11.72 -7.56
H: 10.01 -12.19 -8.42
H: 9.73 -10.47 -8.01
H: 8.12 -12.11 -9.69
C: 12.09 -10.06 -11.98
O: 10.95 -10.33 -11.17
H: 12.74 -9.32 -11.48
H: 12.66 -10.96 -12.21
H: 11.76 -9.50 -12.86
H: 11.28 -10.88 -10.45

2S+1 = 1
HOMO = -6.72 eV
energy above the lowest of the compared OMol25 structures with the same formula, charge and spin = 0.0 kcal per mole
HOMO-LUMO gap = 10.0 eV
total charge = -1
total energy = -33303.2771 eV

***

Entry 8:
# C4H23NO6S2

7 unconnected molecules or ions with the total composition C4H23NO6S2 (the ωB97M-V functional and the def2-TZVPD basis, the Open Molecules 2025 dataset).

Element x y z (Å)
S: -1.49 2.21 4.05
S: -1.19 0.46 3.06
C: -2.24 0.28 1.67
C: -2.24 1.27 0.49
C: -0.94 2.05 0.25
N: -0.09 1.06 -0.49
C: -0.23 1.30 -1.94
H: -0.61 2.99 3.41
H: -3.28 -0.03 1.80
H: -1.81 -0.69 1.36
H: -3.10 1.91 0.71
H: -2.54 0.75 -0.41
H: -1.11 2.88 -0.44
H: -0.47 2.49 1.12
H: 0.89 1.11 -0.25
H: 0.12 2.30 -2.25
H: -1.28 1.22 -2.18
H: 0.42 0.63 -2.50
H: 4.16 -0.50 -0.36
H: 3.31 0.23 0.63
O: 4.24 0.10 0.39
H: -1.71 -1.98 -0.91
H: -0.76 -0.88 -1.09
O: -1.35 -1.43 -1.63
H: -0.95 -2.48 0.71
H: -1.15 -3.95 0.76
O: -1.66 -3.14 0.63
H: 0.46 -2.61 2.86
H: 1.43 -2.58 1.60
O: 0.53 -2.45 1.92
H: 0.76 -2.62 -2.40
H: 2.08 -2.86 -3.04
O: 1.45 -3.29 -2.45
H: 3.95 1.92 -1.08
H: 3.16 2.55 -2.30
O: 3.24 1.79 -1.72

2S+1 = 2
HOMO (alpha / beta) = -13.55 / -12.82 eV
HOMO-LUMO gap (alpha / beta) = 9.7 / 4.1 eV
total charge = +1
total energy = -39957.3725 eV

***

Q: What is the formula in the sixth record?
A: C3H6O